(1)
{"formula": "C3H18O6", "method": "ωB97M-V/def2-TZVPD", "symbols": ["O", "H", "H", "O", "H", "H", "O", "H", "H", "O", "H", "H", "O", "H", "H", "C", "C", "C", "O", "H", "H", "H", "H", "H", "H", "H", "H"], "coordinates": [[0.05, 2.34, 1.62], [0.71, 2.68, 2.22], [0.27, 1.42, 1.52], [1.27, -0.22, 1.44], [2.02, 0.18, 1.00], [1.58, -0.42, 2.32], [-1.89, 3.99, 0.47], [-1.28, 3.41, 0.93], [-2.53, 3.40, 0.09], [-2.40, 0.21, 0.06], [-2.62, 0.95, -0.51], [-1.45, 0.17, 0.04], [2.12, 2.38, 3.38], [2.33, 1.50, 3.67], [2.96, 2.82, 3.30], [-1.28, -1.93, -2.53], [-0.24, -2.00, -1.37], [1.07, -2.68, -1.84], [0.11, -0.72, -0.94], [-1.63, -2.91, -2.82], [-1.06, -1.29, -3.39], [-2.23, -1.49, -2.20], [-0.74, -2.51, -0.55], [0.94, -3.74, -2.07], [1.84, -2.57, -1.07], [1.53, -2.14, -2.67], [0.54, -0.84, -0.09]], "mulliken_charge": [-0.701, 0.327, 0.382, -0.729, 0.335, 0.222, -0.609, 0.429, 0.296, -0.587, 0.275, 0.294, -0.626, 0.280, 0.312, -1.372, 0.666, -1.232, -0.594, 0.385, 0.354, 0.334, 0.262, 0.369, 0.331, 0.309, 0.286], "smiles": "CC(C)O.O.O.O.O.O", "spin_multiplicity": 1, "charge": 0, "lumo_ev": -0.482, "largest_force_ev_per_a": 2.06}

***

(2)
{"formula": "C3H21HfO9", "method": "ωB97M-V/def2-TZVPD", "symbols": ["Hf", "C", "O", "H", "H", "H", "C", "O", "H", "H", "H", "C", "O", "H", "H", "H", "O", "H", "H", "O", "H", "H", "O", "H", "H", "O", "H", "H", "O", "H", "H", "O", "H", "H"], "coordinates": [[-14.49, 3.41, 24.97], [-16.70, 5.46, 23.82], [-16.07, 4.37, 24.31], [-15.96, 6.33, 23.94], [-17.64, 5.60, 24.31], [-16.84, 5.24, 22.78], [-15.89, 1.49, 26.93], [-15.72, 2.06, 25.77], [-15.18, 0.67, 26.99], [-16.87, 1.07, 26.94], [-15.82, 2.19, 27.77], [-12.75, 3.41, 27.72], [-13.26, 3.07, 26.45], [-13.20, 4.32, 27.98], [-11.69, 3.49, 27.62], [-12.97, 2.59, 28.45], [-11.76, 3.55, 24.00], [-11.43, 3.13, 23.22], [-11.38, 4.40, 23.77], [-13.52, 1.45, 24.29], [-13.17, 1.34, 23.37], [-12.76, 1.23, 24.85], [-14.14, 3.63, 22.82], [-13.34, 3.91, 22.35], [-14.88, 3.83, 22.16], [-16.27, 1.98, 23.17], [-16.93, 1.77, 23.81], [-16.75, 2.44, 22.48], [-15.26, 4.58, 26.76], [-14.96, 5.49, 26.91], [-15.25, 4.10, 27.61], [-13.49, 5.17, 24.94], [-13.23, 5.70, 24.17], [-12.79, 5.48, 25.56]], "mulliken_charge": [1.941, -0.817, -0.181, 0.200, 0.238, 0.290, -0.656, -0.617, 0.263, 0.235, 0.177, -0.955, -0.568, 0.381, 0.308, 0.247, -0.464, 0.290, 0.273, -0.606, 0.304, 0.340, -0.520, 0.288, 0.243, -0.554, 0.302, 0.293, -0.484, 0.308, 0.283, -0.405, 0.311, 0.314], "spin_multiplicity": 1, "charge": 1, "lumo_ev": -3.989, "largest_force_ev_per_a": 6.33}

***

| no. | HOMO-LUMO gap (eV) |
| --- | --- |
| 1 | 9.67 |
| 2 | 7.48 |